Here is a cluster of 11 separate species, C56H115N11 in total in a non-equilibrium geometry from the OMol25 dataset. Energies are from wB97M-V/def2-TZVPD.

Results
ΔE to the lowest compared entry with this formula, charge and spin in kcal per mole: 69.8
Structure (SMILES): c1cc[nH]c1.c1cc[nH]c1.c1cc[nH]c1.c1cc[nH]c1.c1cc[nH]c1.CCN(CC)CC.CCN(CC)CC.CCN(CC)CC.CCN(CC)CC.CCN(CC)CC.CCN(CC)CC
Orbital gap in eV: 8.138
Charge: 0
HOMO in eV: -7.687

XYZ file:
```
182
Properties=species:S:1:pos:R:3:forces:R:3
C 3.4056 -5.8671 -1.2901 2.31 0.61 0.46
C 2.4398 -4.8660 -1.5285 0.23 0.05 1.22
C 2.6572 -3.8938 -0.5605 0.74 -0.53 0.51
N 3.7728 -4.2416 0.2130 -0.76 -0.31 -2.25
C 4.3449 -5.3987 -0.3215 -2.94 -0.17 -0.21
H 3.5213 -6.7901 -1.8388 0.04 0.08 -0.05
H 1.6599 -4.9417 -2.2718 -0.05 0.27 0.18
H 2.1104 -3.0011 -0.2950 0.06 -0.09 -0.17
H 4.0322 -3.6898 1.0182 0.36 -0.36 -0.22
H 5.1845 -5.9231 0.1103 -0.07 0.28 0.08
C -4.3680 0.5715 5.0764 -2.60 -0.14 1.08
C -3.2829 0.5380 4.2711 2.18 -0.54 -2.46
C -2.2428 1.2047 4.8724 -0.20 0.28 -1.05
N -2.7393 1.7432 6.0026 -0.45 -0.58 0.99
C -4.0566 1.2934 6.1789 1.29 1.54 1.01
H -5.3476 0.1820 4.8418 0.09 -0.15 0.14
H -3.2962 0.1621 3.2588 0.30 -0.29 0.08
H -1.2776 1.4758 4.4707 -0.04 -0.10 0.20
H -2.2255 2.4375 6.5261 -0.40 -0.37 0.27
H -4.5980 1.5901 7.0651 -0.08 -0.09 -0.19
C -4.9540 1.8134 -1.2626 -0.10 0.88 1.39
C -4.8357 1.0919 -2.4371 0.87 -0.92 -0.46
C -3.5944 0.4860 -2.3821 0.90 -0.34 -0.27
N -2.9426 0.8169 -1.1970 -2.27 0.17 -1.62
C -3.8070 1.6195 -0.5214 0.46 0.50 0.77
H -5.7859 2.4615 -1.0295 0.07 -0.13 0.31
H -5.6138 0.9984 -3.1802 0.34 -0.06 -0.16
H -3.0616 -0.1052 -3.1121 -0.23 -0.12 0.01
H -1.9908 0.5889 -0.9477 0.32 -0.40 -0.05
H -3.4538 1.9855 0.4314 -0.47 0.27 0.04
C 4.8622 -3.6569 3.0705 2.07 1.37 -0.55
C 3.5362 -3.2339 3.1675 -0.25 0.43 -0.46
C 3.4521 -1.9897 2.5669 0.16 -0.19 0.53
N 4.7037 -1.6127 2.1153 0.13 -1.47 0.87
C 5.6149 -2.6135 2.4430 -2.08 -1.17 0.85
H 5.2889 -4.5787 3.4375 -0.04 0.05 -0.06
H 2.7071 -3.8092 3.5521 0.03 0.17 0.07
H 2.5722 -1.3655 2.6181 0.27 0.32 -0.56
H 4.9428 -0.7137 1.7218 -0.10 -0.07 0.02
H 6.6818 -2.5843 2.2777 -0.23 0.28 -0.29
C 5.0971 1.3622 1.5680 -1.71 0.72 4.12
C 5.5474 1.1637 0.3282 1.87 -0.26 -3.45
C 6.8739 0.8519 0.4268 1.93 -1.10 1.26
N 7.2116 0.7731 1.7985 -0.92 0.32 -1.27
C 6.1013 1.1100 2.5042 -0.85 0.20 -0.34
H 4.0760 1.6328 1.7928 0.10 0.03 0.30
H 5.0183 1.2425 -0.6101 -0.03 0.10 0.14
H 7.6679 0.5869 -0.2557 -0.37 0.12 -0.30
H 8.0673 0.4186 2.2013 -0.12 0.23 -0.30
H 6.0222 1.0695 3.5805 0.23 0.08 -0.13
C -5.1981 -2.9026 1.6901 0.18 1.12 -0.06
C -4.5260 -4.1764 1.3123 -0.37 -0.91 0.04
N -4.1599 -4.2610 -0.1021 0.84 0.37 -0.27
C -2.8180 -3.7315 -0.4283 0.11 0.22 -0.43
C -2.4964 -3.7144 -1.9328 -0.48 -0.07 -0.13
C -4.3336 -5.6087 -0.6079 0.14 -0.81 -0.58
C -3.2979 -6.6297 -0.1550 -0.46 -0.36 1.15
H -4.4808 -2.0899 1.5759 -0.13 0.35 -0.07
H -5.5197 -2.8857 2.7314 0.00 -0.18 0.07
H -6.0591 -2.7073 1.0508 0.05 0.03 -0.01
H -3.7163 -4.3916 2.0096 0.57 0.04 -0.02
H -5.2468 -4.9666 1.5220 -0.02 -0.27 -0.21
H -1.9926 -4.2546 0.0548 0.04 -0.63 0.32
H -2.6441 -2.7264 -0.0443 -0.78 0.28 0.02
H -2.4212 -4.7026 -2.3866 0.17 -0.20 0.29
H -1.5539 -3.2035 -2.1297 0.06 0.04 0.15
H -3.2667 -3.2223 -2.5267 -0.13 0.29 0.23
H -5.3448 -5.9288 -0.3565 0.02 -0.10 0.19
H -4.2984 -5.7059 -1.6930 -0.14 0.90 -0.24
H -3.4637 -7.5930 -0.6374 0.27 0.11 -0.37
H -2.2743 -6.2694 -0.2574 -0.07 -0.25 -0.31
H -3.4492 -6.8592 0.8998 0.18 0.11 0.29
C 3.0456 5.5043 -5.4925 1.21 -0.19 -0.94
C 3.8590 4.2181 -5.2734 -1.42 -0.84 2.03
N 4.2703 4.1206 -3.8330 0.44 -0.11 0.27
C 4.8416 2.8038 -3.3826 -1.39 -0.72 -1.01
C 3.6935 1.7236 -3.1553 0.39 0.95 1.04
C 5.0455 5.2904 -3.4310 1.41 0.01 -0.34
C 6.2994 5.5036 -4.2831 0.43 0.17 -0.46
H 2.5425 5.4433 -6.4575 -0.26 -0.09 0.08
H 3.8113 6.2647 -5.6460 -0.33 0.57 0.22
H 2.3485 5.7955 -4.7067 0.18 -0.32 0.02
H 3.1990 3.3573 -5.3808 -0.05 -0.12 -0.36
H 4.6480 4.1085 -6.0175 0.32 0.13 0.07
H 5.4956 2.3437 -4.1233 0.33 0.30 -0.37
H 5.4428 2.8729 -2.4761 -0.19 0.55 0.02
H 3.4973 1.6139 -2.0887 -0.19 0.50 0.31
H 2.7556 2.0836 -3.5781 0.13 -0.28 -0.31
H 3.9138 0.6800 -3.3802 0.24 0.20 -0.90
H 5.4037 5.2561 -2.4021 -0.43 -0.50 0.23
H 4.5065 6.2352 -3.5010 -0.61 -0.30 -0.02
H 7.0557 4.7203 -4.2344 -0.12 -0.25 0.36
H 6.8009 6.4328 -4.0126 -0.01 0.09 0.06
H 6.0609 5.5694 -5.3447 -0.12 0.20 -0.04
C -1.9999 7.7656 2.8336 0.23 -0.61 -0.28
C -2.3370 6.3485 2.3714 -1.02 0.12 1.80
N -2.4011 5.3734 3.5190 1.54 1.14 -0.84
C -3.2732 5.7780 4.6146 0.48 -0.09 0.24
C -3.0862 4.9629 5.9090 -1.07 -0.20 -0.70
C -2.6099 4.0594 2.9736 -0.01 -0.37 0.76
C -1.4025 3.4334 2.3165 0.25 -0.36 0.43
H -1.1607 7.7126 3.5271 -0.05 0.33 0.12
H -2.9007 8.1782 3.2877 0.35 0.27 0.20
H -1.7328 8.3791 1.9731 0.02 0.07 0.06
H -3.3715 6.4459 2.0421 -0.21 -0.34 -0.94
H -1.6820 5.9786 1.5826 -0.13 -0.03 0.22
H -3.0842 6.7956 4.9565 0.21 0.18 -0.77
H -4.3051 5.7300 4.2667 -0.55 0.04 0.23
H -3.5240 5.5138 6.7415 0.16 0.12 0.05
H -3.7029 4.0696 5.8096 0.41 -0.28 0.24
H -2.0403 4.7378 6.1176 -0.02 0.01 -0.11
H -3.4467 3.9949 2.2780 -0.50 0.25 -0.17
H -2.8119 3.3659 3.7899 -0.48 0.14 0.06
H -0.7213 3.1075 3.1026 0.25 0.08 -0.02
H -0.8197 4.0428 1.6258 -0.33 -0.06 -0.21
H -1.8001 2.5230 1.8681 0.39 -0.04 -0.42
C -0.5559 -3.6402 4.7123 -0.13 0.36 0.40
C -1.9676 -3.1455 5.0276 0.42 -0.39 0.05
N -2.5777 -3.7730 6.1803 -0.54 -1.24 0.86
C -1.8464 -3.7116 7.4783 -0.99 1.44 -0.11
C -1.8668 -2.2233 8.0409 -0.06 -0.30 -0.26
C -4.0067 -3.3927 6.2478 0.27 -0.36 -0.22
C -4.9294 -4.2950 7.0955 0.67 -0.24 0.30
H -0.1903 -3.0813 3.8508 0.22 0.02 0.05
H -0.4873 -4.7024 4.4778 -0.32 -0.03 0.02
H 0.0875 -3.4601 5.5735 0.27 0.12 -0.16
H -1.9905 -2.0624 5.1475 0.29 0.46 -0.19
H -2.5801 -3.3662 4.1534 -0.25 -0.02 0.02
H -2.3372 -4.3697 8.1953 -0.41 0.08 -0.07
H -0.8730 -4.1941 7.3900 0.22 0.60 -0.27
H -2.8796 -1.8668 8.2286 -0.34 -0.45 -0.18
H -1.3943 -1.9770 8.9917 0.55 -0.62 -0.03
H -1.5030 -1.5056 7.3055 0.34 -0.13 -0.13
H -4.3437 -3.4102 5.2114 -0.15 -0.22 -0.05
H -4.0810 -2.3379 6.5121 -0.32 0.23 0.37
H -5.9899 -4.2258 6.8534 0.09 0.43 -0.15
H -4.8225 -4.1364 8.1686 -0.03 0.38 0.07
H -4.6852 -5.3521 6.9903 0.24 -0.04 -0.41
C 2.2737 -1.7583 -8.7049 -0.61 -0.95 -1.04
C 2.2996 -0.3131 -9.1271 0.41 1.03 0.82
N 1.2520 0.5587 -8.5014 0.36 -0.77 -1.34
C 1.4820 0.6025 -7.0570 -1.78 1.65 -0.24
C 0.5827 1.7407 -6.4810 -0.13 -0.38 0.28
C -0.1283 0.2749 -9.0261 0.63 -0.10 0.12
C -0.2775 0.5952 -10.5108 0.79 0.81 -0.37
H 2.8935 -2.3565 -9.3728 0.36 0.05 0.06
H 1.2819 -2.1691 -8.8938 -0.19 -0.15 0.42
H 2.5950 -1.9584 -7.6828 -0.17 0.22 -0.02
H 3.2814 0.0271 -8.7977 0.00 0.62 0.37
H 2.4229 -0.1353 -10.1954 -0.86 -0.33 -0.20
H 2.5388 0.8411 -6.9369 -0.03 -0.25 0.29
H 1.1790 -0.3164 -6.5550 0.36 -0.33 0.22
H 0.6248 1.9084 -5.4048 0.59 -0.24 0.08
H -0.4619 1.4562 -6.6074 -0.05 0.07 -0.24
H 0.7276 2.7150 -6.9477 0.19 -0.17 -0.28
H -0.4351 -0.7650 -8.9141 0.16 -0.42 0.34
H -0.8985 0.8277 -8.4882 0.45 0.27 0.16
H 0.1077 -0.1627 -11.1929 -0.41 -0.42 0.18
H -1.2905 0.9027 -10.7703 -0.09 -0.46 0.01
H 0.3391 1.4498 -10.7892 0.06 0.34 0.33
C -0.9636 -0.9219 1.5167 0.31 -0.53 -0.31
C -0.0970 -1.1811 0.2872 0.24 -0.39 -0.25
N -0.1470 -0.1052 -0.7149 0.88 0.94 0.37
C 0.5201 -0.5315 -1.9602 0.24 -0.16 0.71
C 0.1754 0.2120 -3.2053 -0.84 0.61 -0.26
C 0.3039 1.2503 -0.2012 -0.14 -0.51 0.87
C 1.5783 1.3251 0.7215 -0.21 -1.43 -1.15
H -1.0341 -1.7993 2.1597 -0.12 -0.38 -0.35
H -1.9463 -0.7186 1.0913 -0.24 0.40 0.62
H -0.5872 -0.1861 2.2273 -0.16 0.59 -0.46
H 0.9104 -1.5420 0.4947 0.63 0.73 0.61
H -0.4229 -2.0908 -0.2172 -0.79 0.05 -0.11
H 1.6074 -0.4812 -1.9014 0.39 -0.44 0.49
H 0.2041 -1.5637 -2.1108 0.26 -0.14 0.07
H 0.4609 -0.4108 -4.0531 -0.07 0.16 -0.14
H -0.8995 0.3923 -3.2110 -0.08 -0.02 -0.38
H 0.6576 1.1838 -3.3113 0.11 -0.06 0.13
H -0.5238 1.6139 0.4077 -0.11 0.18 -0.16
H 0.3877 1.9063 -1.0677 0.11 -0.01 0.06
H 1.9911 2.3054 0.9595 -0.44 0.13 -0.29
H 2.3414 0.7423 0.2055 0.46 0.18 -0.12
H 1.4528 0.7628 1.6468 -0.37 0.20 0.16
```
Forces are in eV/Å.